Entry 1:
Entry from OMol25: a molecular structure, H12O6Tl (the ωB97M-V functional and the def2-TZVPD basis).

Geometry as XYZ:
```
19
Properties=species:S:1:pos:R:3:forces:R:3
H -1.997877 3.001795 -0.506277 -0.51 -0.28 -0.30
O -0.465397 -1.924865 1.648853 0.51 0.85 -0.43
O -1.193347 3.070685 0.007753 1.01 -0.62 0.41
O 0.334043 1.542995 -1.882587 0.34 -0.63 0.68
O 2.440243 -0.985095 1.926263 -0.83 0.47 -0.52
H -1.418817 3.658555 0.728733 -0.13 0.53 0.46
H -0.386887 1.811545 -2.452127 -0.48 0.16 -0.06
Tl 0.386253 0.804965 0.890363 -0.64 -1.00 -1.47
H 0.201683 -2.302975 2.221803 0.06 -0.29 0.16
O -1.990737 -0.089025 -0.646507 0.75 0.29 0.33
H 1.752623 -1.245375 -1.771397 0.36 0.21 -0.37
H 2.114903 -1.706515 2.464723 0.05 -0.21 0.27
H 1.122243 1.841895 -2.336037 0.47 0.25 -0.16
H 0.465133 -1.911715 -1.335217 -0.29 -0.34 -0.05
H 3.366593 -0.912775 2.156233 0.55 0.30 0.09
H -1.262667 -2.413295 1.853833 -0.59 -0.05 0.11
H -2.924237 -0.000445 -0.838767 -0.50 0.11 0.12
H -1.722957 -0.879105 -1.115867 0.03 -0.26 -0.19
O 1.179203 -1.361255 -1.013767 -0.15 0.51 0.92
```
Forces are in eV/Å.

Properties
Lowest unoccupied orbital energy (alpha / beta) ... -7.7 / -13.8 eV
Charge ... +2
E ... -17154.41939 eV
Spin multiplicity ... 2
HOMO-LUMO gap (alpha / beta) ... 11.7 / 5.3 eV

Entry 2:
Entry from OMol25: a molecular structure, C2HCl2NO (the ωB97M-V functional and the def2-TZVPD basis).

Geometry as XYZ:
```
7
Properties=species:S:1:pos:R:3:forces:R:3
N 1.143662 0.543203 0.232482 6.52 0.97 0.16
Cl 3.372998 -1.508758 0.063332 0.49 0.60 0.08
O 0.509143 -1.664467 -0.046311 -0.74 -0.47 -0.19
Cl 4.010172 1.338820 0.065197 -0.19 -0.40 0.16
H -0.615786 0.142911 0.008632 -0.63 -0.92 -0.20
C 2.928065 0.085448 0.196085 -5.84 0.41 -0.26
C 0.319024 -0.471336 0.040617 0.40 -0.19 0.24
```
Forces are in eV/Å.

Properties
Lowest unoccupied orbital energy ... -2.1 eV
Charge ... 0
E ... -30667.90156 eV
HOMO-LUMO gap ... 7.5 eV